(1)
The following is a DFT calculation (ωB97M-V/def2-TZVPD) of a structure of composition C14H17CsN3O3SbSe4.

XYZ file:
```
43
C14H17CsN3O3SbSe4 ωB97M-V/def2-TZVPD
C 2.43489 -0.16068 1.36323
H 6.08192 1.11581 1.70004
N -3.16462 -1.93088 -1.13828
H -4.80005 -0.76686 -1.55174
Sb -5.11490 4.95756 -2.28797
N -6.40413 -2.64964 -2.57212
C -3.34781 -4.20044 -1.75946
O -1.13159 0.92533 3.04678
C -5.11172 -2.84140 -2.14470
H 4.97767 -0.71198 4.54467
H 2.55372 -0.52860 3.45691
H 6.12392 0.51708 3.99440
C 1.01579 -0.65161 1.31604
C 3.12589 0.32844 0.24136
Se -3.78964 6.61509 -3.55118
H 6.23173 1.61806 -0.47326
H 0.33114 0.15175 1.03996
C 4.44368 0.79472 0.36315
Cs -2.46882 1.54991 1.03434
H -6.68605 -1.71319 -2.80827
H -6.79047 -3.39268 -3.12797
C 5.23351 1.33646 -0.80614
H -1.62842 -3.29251 -0.83629
H -2.91868 -5.19331 -1.83127
O -1.89522 -0.13168 2.85180
N -4.59303 -4.05355 -2.23431
H 4.76666 2.22230 -1.23835
C 5.06621 0.26818 4.07511
Se -6.33296 4.42387 -4.34336
O 1.40713 -0.08258 -1.38338
C 4.39789 0.28205 2.72895
C 3.09275 -0.16924 2.58789
C 5.06212 0.75762 1.60608
H 0.69476 -0.99241 2.29752
H 0.89210 -1.44469 0.58162
C -4.37935 -1.76699 -1.59170
H 5.34278 0.60114 -1.60459
Se -6.49984 5.99324 -0.63433
C -2.63273 -3.16078 -1.21493
Se -3.74847 3.13014 -1.45775
C 2.48508 0.37694 -1.09878
H 4.59729 0.99144 4.74386
H 3.07987 0.87856 -1.88358
```

Output
Total energy, eV: -293876.7279
Max |F|, eV/A: 2.23
Kohn-Sham gap (alpha / beta), eV: 4.69 / 4.67
Charge: -2

For each atom in turn, the Löwdin charge in e is: -0.167, 0.106, 0.085, 0.118, -0.573, 0.118, -0.150, -0.638, -0.383, 0.078, 0.124, 0.068, -0.035, -0.102, -0.210, 0.068, 0.056, -0.214, 1.012, 0.097, 0.086, -0.061, 0.095, 0.092, -0.590, 0.099, 0.084, -0.054, -0.252, 0.065, -0.262, 0.003, -0.023, 0.073, 0.085, -0.072, 0.081, -0.352, -0.146, -0.410, -0.194, 0.083, 0.113

---

(2)
The following is a DFT calculation (ωB97M-V/def2-TZVPD) of a cluster of 2 separate species, C14H17N2O3 in total.

XYZ file:
```
36
C14H17N2O3 ωB97M-V/def2-TZVPD
C 1.64135 1.32993 -0.89152
C 3.21980 0.83281 -1.11033
H 0.08535 -2.31903 -0.96481
N -1.77582 0.99497 0.54249
C -3.30339 1.19011 0.61549
C 2.49461 -1.95416 -1.21381
N -3.99464 1.76920 1.84549
C -3.65809 0.12816 -1.99690
O -4.82598 0.46608 -4.31624
C 3.02822 0.29217 3.06979
C -1.12290 0.39136 -0.68160
C 0.51880 0.12290 -0.84294
H -5.50759 0.90340 -0.55205
O 3.68547 0.86791 1.95043
H 3.19965 0.93811 3.93591
H -1.16955 1.27647 1.36218
H 3.07740 -1.55409 4.19248
C 3.63349 -0.76288 -1.24997
C -4.47736 -0.37314 -3.33543
C -4.32497 0.76525 -0.63833
H -1.48048 -0.48873 -2.97661
H 4.77290 -1.08358 -1.38055
C 0.93332 -1.48969 -0.99586
H 2.71225 -3.10606 -1.34038
H -4.25800 -2.33364 -2.69795
H 4.64882 -1.06146 3.51692
H 4.11826 1.60264 -1.18690
C -2.02028 -0.05105 -2.02113
H 1.95294 0.26256 2.86869
O -4.78360 -1.83953 -3.42120
C 3.57064 -1.09794 3.32954
H 3.52001 0.29137 1.18477
H -3.83214 2.80960 1.92478
H 3.42082 -1.74172 2.45666
H -5.03343 1.55635 1.83552
H 1.33413 2.46537 -0.81665
```

Output
Total energy, eV: -23893.1087
Max |F|, eV/A: 9.50
Kohn-Sham gap, eV: 6.72
Charge: +1

For each atom in turn, the Löwdin charge in e is: 0.012, -0.042, 0.102, 0.111, -0.098, -0.036, 0.047, -0.011, 0.038, -0.325, -0.057, -0.130, 0.137, -0.107, 0.116, 0.169, 0.077, -0.036, -0.253, 0.086, 0.138, 0.113, -0.019, 0.104, 0.137, 0.082, 0.116, 0.084, 0.094, 0.016, -0.090, 0.024, 0.116, 0.067, 0.108, 0.109

---

(3)
The following is a DFT calculation (ωB97M-V/def2-TZVPD) of the molecule C14H17N3O4.

XYZ file:
```
38
C14H17N3O4 ωB97M-V/def2-TZVPD
H 1.37130 1.59626 -1.92264
H -1.32457 4.80135 -0.91712
H 3.33837 -1.65689 -0.54082
H 0.26713 -2.12645 -2.31473
C -0.72840 1.08410 -1.58411
O 1.91995 0.84640 3.07715
H -1.75005 -0.92376 2.07641
C 1.17914 -2.10926 0.12742
C -1.14022 3.79446 -1.18896
H -2.61126 -1.74342 -1.77999
C -2.25407 2.92961 -1.23056
H -1.02045 -0.23527 3.61450
C 0.37719 1.94761 -1.61638
C -0.85793 -0.89985 2.78503
H 1.44320 -0.08073 -0.44300
C -2.11919 -0.74420 -1.62316
N 2.86314 -1.29570 -1.34148
C -0.78262 -0.32247 -1.74180
H 0.19998 -2.67719 1.66765
H -3.27152 3.30986 -1.05245
C -2.04362 1.54515 -1.42796
H 2.75740 -2.21750 -1.73676
O 1.95922 -1.32641 3.61848
O -0.78458 -2.20607 3.36445
H 1.01054 4.03908 -1.40361
N 0.63166 -1.85305 1.26760
C 1.54326 -0.43413 2.98243
H 0.28041 0.12137 1.27604
C 1.48275 -1.04756 -0.88783
C 0.14550 3.30162 -1.46340
C 0.38162 -0.64636 2.01286
N -2.86473 0.45222 -1.57185
H -3.82814 0.54484 -1.38368
C 0.52391 -1.02762 -2.08539
H -0.00308 -2.26911 3.95214
H 1.00404 -0.54009 -2.91865
O 1.32500 -3.32556 -0.12343
H 1.37972 1.39473 2.47761
```

Output
Total energy, eV: -27453.6402
Max |F|, eV/A: 3.67
Kohn-Sham gap, eV: 8.55
Charge: 0

For each atom in turn, the Löwdin charge in e is: 0.121, 0.084, 0.065, 0.151, -0.178, 0.146, 0.159, -0.462, -0.095, 0.137, -0.010, 0.128, -0.037, -0.171, 0.099, 0.004, 0.072, -0.176, 0.155, 0.107, -0.213, 0.069, 0.172, -0.066, 0.122, 0.138, -0.494, 0.135, -0.329, -0.104, -0.223, 0.064, 0.132, -0.080, 0.102, 0.116, 0.034, 0.127

---

Across the entries above, ΔE to the lowest compared entry with this formula, charge and spin takes the values 9.57; 387.21; 61.73 kcal per mole, respectively.